ORCA calculation (ωB97M-V/def2-TZVPD) on a single C24H22OS2 molecule in a non-equilibrium geometry.

Element x y z (Å)
C (-0.611, 3.476, 3.503)
C (2.253, -2.253, 0.037)
C (-0.948, -3.016, -1.708)
H (-1.985, -3.037, -3.556)
C (-0.897, 2.209, 4.024)
S (0.237, -0.245, -2.492)
H (0.018, -3.411, -2.040)
C (-1.501, 1.756, -0.905)
C (-3.062, 2.370, 0.834)
H (-3.731, 0.750, 2.117)
H (-1.007, 4.372, 3.982)
C (-1.708, -2.290, -2.807)
C (-3.100, 1.047, 1.275)
O (0.788, -1.135, 2.175)
H (1.322, 2.538, 0.858)
H (4.999, -3.230, -1.747)
C (2.146, -0.943, -0.404)
H (-1.509, 2.105, 4.919)
H (-1.460, -0.521, -4.044)
H (-0.922, 1.997, -1.798)
H (1.247, 0.990, -0.272)
C (0.310, 1.172, 2.200)
H (-0.173, -1.744, -4.209)
C (-1.427, 0.479, -0.363)
H (-2.265, 3.756, -0.626)
C (-0.855, -1.253, -3.496)
C (-0.253, -0.424, -0.761)
H (1.605, -2.632, 0.825)
C (0.190, 3.591, 2.363)
C (-2.282, 2.725, -0.268)
H (3.024, 0.615, -1.618)
C (3.100, -0.429, -1.298)
H (0.440, 4.569, 1.950)
H (-2.619, -1.838, -2.411)
H (-2.361, -0.963, 0.956)
H (3.311, -4.121, -0.103)
H (-0.617, 0.068, 3.792)
C (-2.305, 0.086, 0.642)
S (-0.643, -2.113, -0.212)
C (-0.413, 1.065, 3.397)
C (0.671, 2.449, 1.728)
C (4.202, -2.587, -1.366)
C (3.263, -3.091, -0.462)
H (4.901, -0.807, -2.408)
H (-1.557, -3.847, -1.324)
C (4.139, -1.239, -1.755)
C (0.715, -0.105, 1.519)
H (-3.666, 3.123, 1.343)
C (1.000, -0.036, 0.014)

## Properties
F_max: 1.69 eV Å⁻¹
SMILES string: O=C(c1ccccc1)[C@@H](c1ccccc1)C1(c2ccccc2)SCCCS1
LUMO: 0.0081 hartree
HOMO-LUMO gap: 8.24 eV
Calculated total energy: -48962.41921 eV
HOMO: -8.02 eV
Energy above the lowest of the compared OMol25 structures with the same formula, charge and spin: 0.0 kJ/mol